No. 1
C28H47MnN6O4Se as an isolated structure. Source: OMol25; level of theory: ωB97M-V/def2-TZVPD.

Computed properties:
HOMO level (alpha / beta)   -9.99 / -10.33 eV
M   665.620 Da
Calculated total energy   -5276.98594 Ha
Net charge   +1
Relative energy (zero: lowest compared OMol25 entry of this formula, charge and spin)   0.000 eV
Spin multiplicity   6

```
87
Properties=species:S:1:pos:R:3:forces:R:3
Se 2.8329 -0.9997 -1.7423 0.0 0.0 -0.3
Mn 0.3157 -0.5995 -0.6585 0.1 0.0 0.5
O 2.4934 2.5948 -1.1934 0.1 0.1 0.1
O 0.8951 1.3804 -0.1729 0.2 0.0 -0.4
O 0.5159 -2.5803 -0.1054 0.4 0.1 0.3
O 1.9978 -3.3618 1.3963 0.0 -0.2 0.1
N 4.2475 -2.8509 -0.0873 0.0 -0.2 -0.1
N -1.8533 -1.1208 -1.3698 0.1 0.0 -0.3
N -0.6430 1.4427 -2.4135 -0.1 0.2 -0.2
N 4.9603 -0.8235 0.1733 0.0 0.3 0.2
N -0.5331 -0.8081 1.5790 -0.1 0.0 0.1
N -1.6715 1.7383 0.3913 0.0 0.0 0.1
C -3.6263 -2.8531 -1.4003 0.0 0.0 -0.1
C 6.8689 -1.3472 1.7563 0.1 0.0 0.1
C -3.8526 2.9340 0.5289 -0.1 0.0 0.0
C 4.0369 -1.5811 -0.4470 0.2 0.1 0.0
C 5.0642 0.6317 0.1170 0.1 -0.2 -0.1
C -1.2078 0.3777 -3.2504 0.1 0.0 0.1
C -2.6838 -1.3752 2.8846 0.0 0.0 0.0
C -1.4029 2.7297 -2.5480 0.1 0.0 0.0
C -2.6093 2.8698 -1.5998 0.1 -0.1 0.1
C -0.6101 0.4862 2.2841 0.0 -0.1 0.0
C -3.9833 -0.7805 -0.0929 -0.1 0.0 0.0
C 0.8080 1.6067 -2.5616 -0.1 0.0 0.0
C -2.4486 2.9540 -0.0707 0.1 0.1 0.0
C -2.3278 -0.4080 -2.5806 -0.1 -0.1 0.1
C -1.6985 1.4536 1.8524 0.0 0.1 -0.1
C 0.7428 -1.4547 1.9807 -0.1 0.2 0.1
C 5.9032 -4.0118 1.4488 0.0 0.0 0.0
C 7.4753 -2.4155 2.3927 0.0 0.0 0.0
C -0.5277 3.9881 -2.5129 0.0 0.0 0.0
C -2.2703 -2.5152 0.6279 0.0 0.0 0.0
C -1.6418 -1.8163 1.8532 0.0 0.1 0.0
C 1.4972 1.9200 -1.2292 -0.3 -0.1 0.4
C -1.7040 4.1996 0.4189 0.0 0.0 0.0
C 5.3067 -2.9371 0.8067 -0.2 -0.2 -0.2
C -2.9339 -1.7873 -0.5452 0.0 0.2 -0.1
C 1.1337 -2.5866 1.0338 -0.3 -0.2 -0.4
C 5.7727 -1.6424 0.9610 -0.1 0.3 -0.2
C 6.9989 -3.7266 2.2426 0.0 0.1 0.0
H -4.4048 2.0337 0.2519 0.0 0.1 0.0
H -2.2252 -1.0322 3.8119 0.0 0.0 0.0
H 0.3462 0.9759 2.1096 0.0 0.0 0.0
H 0.0303 4.1139 -3.4379 0.0 0.0 0.0
H -1.9967 0.9116 -0.1167 0.0 0.0 0.0
H 6.0322 0.9156 -0.2943 0.0 0.0 0.0
H -2.0421 5.0705 -0.1415 0.0 0.0 0.0
H -2.6977 1.1242 2.1125 0.0 0.0 0.0
H -2.8946 -3.5464 -1.8245 0.0 0.0 0.0
H -3.0284 -3.1845 1.0448 0.0 0.0 0.0
H -0.6597 1.8126 0.0881 0.1 0.0 0.0
H -3.3754 -0.6118 2.5382 0.0 -0.1 0.0
H -1.1325 -2.6528 2.3372 0.0 0.0 0.1
H -3.8395 3.0242 1.6151 0.0 0.0 0.0
H -1.8560 2.7141 -3.5470 -0.1 0.0 0.0
H -0.6239 4.1165 0.2972 0.0 0.0 0.0
H -3.1359 0.2588 -2.2950 0.0 0.0 0.0
H -1.5082 -3.1611 0.1987 0.0 -0.1 0.0
H -1.3075 -1.9173 -1.7131 -0.1 -0.1 0.0
H -3.2836 -2.2488 3.1409 0.0 0.0 0.0
H 0.6827 -1.8526 2.9977 0.1 0.0 0.0
H -1.9126 4.3932 1.4720 0.0 0.0 0.0
H 1.1072 2.3438 -3.3046 0.0 0.0 0.0
H 4.9616 1.0365 1.1222 0.0 0.0 0.0
H 4.2758 1.0205 -0.5221 0.0 0.0 0.1
H -4.1975 -2.4082 -2.2167 0.0 0.0 0.0
H 1.5533 -0.7204 1.9643 0.0 0.1 0.0
H 7.2301 -0.3344 1.8773 0.0 0.0 0.0
H -4.4026 3.7923 0.1408 0.0 0.0 0.0
H 3.5718 -3.5711 -0.2962 0.0 0.0 0.1
H -3.1167 3.7918 -1.8915 0.0 0.0 0.0
H -1.5125 2.3907 2.3744 0.0 0.0 0.0
H 1.2379 0.6641 -2.9029 0.0 0.0 0.0
H -3.5648 0.0406 0.4877 0.0 -0.1 0.0
H -4.3207 -3.4343 -0.7926 0.0 0.0 0.0
H 5.5323 -5.0211 1.3328 0.0 0.0 0.0
H -2.7405 -1.1031 -3.3156 0.0 0.0 0.0
H 7.5024 -4.5339 2.7570 0.0 0.0 0.0
H -4.7000 -1.2890 0.5538 0.0 0.0 0.0
H -1.1747 4.8595 -2.4135 0.0 0.0 0.0
H -1.5814 0.7650 -4.2068 0.0 0.0 0.0
H 8.3372 -2.2354 3.0204 0.0 0.0 0.0
H -3.3310 2.0741 -1.8018 0.0 0.0 0.0
H -4.5471 -0.3637 -0.9291 0.0 0.0 0.0
H -0.4069 -0.3255 -3.5015 0.0 0.0 0.0
H -0.7089 0.3647 3.3677 0.0 0.0 0.0
H 0.1908 4.0148 -1.6971 0.0 0.0 0.0
```
Forces are in eV/Å.

=====

No. 2
C28H48AsN3O10OsS2Si as an isolated structure. Source: OMol25; level of theory: ωB97M-V/def2-TZVPD.

Computed properties:
HOMO level (alpha / beta)   -8.04 / -8.04 eV
M   944.075 Da
Calculated total energy   -5424.90403 Ha
Net charge   0
Relative energy (zero: lowest compared OMol25 entry of this formula, charge and spin)   0.000 eV
Spin multiplicity   5

```
94
Properties=species:S:1:pos:R:3:forces:R:3
Os -0.4422 -0.4892 -0.9149 -0.5 0.7 -0.2
As -2.3781 1.4524 1.3851 -0.6 0.8 -0.1
S 1.4990 0.6321 -0.9062 0.4 0.0 0.0
S -2.6346 -1.8012 1.0377 0.2 0.1 0.4
Si 2.7492 -0.0555 0.7574 -0.1 -0.1 -0.2
O -1.7909 -1.0694 1.9579 0.0 0.0 -0.1
O 3.8537 1.0916 1.0311 0.1 0.1 -0.1
O -1.2334 0.9122 -2.6828 -0.3 -0.1 0.5
O 1.8945 -0.3076 2.0930 0.0 -0.2 0.1
O 3.3378 -1.4413 0.1505 0.0 0.1 -0.1
O -3.0274 3.0144 0.6920 0.4 -0.2 0.1
O -1.8964 1.8628 2.8792 -0.1 -0.2 -0.1
O -2.0959 -1.6246 -0.3798 0.4 -0.1 -0.2
O -2.9180 -3.1714 1.3168 -0.1 0.0 -0.2
O -1.2228 1.1163 0.1899 -0.1 -0.7 0.0
N -3.3346 -2.9131 -3.5979 -0.3 0.2 0.0
N -1.5502 3.0744 -2.0623 0.0 0.0 0.1
N -3.3198 1.6053 -2.0546 0.3 0.0 0.1
C 5.0779 1.2875 -1.0867 -0.1 -0.1 0.1
C 1.2354 1.8412 3.0138 0.0 -0.1 -0.2
C 0.8380 -3.3748 -4.6285 -0.1 0.0 0.0
C 0.0150 -1.7692 -2.4665 -0.1 -0.1 0.0
C -6.4537 0.5840 0.8490 -0.1 0.0 0.0
C 0.6488 -0.3201 4.1252 -0.1 -0.2 -0.1
C -0.4708 -2.9278 -4.5353 0.1 0.0 0.1
C 4.1337 -2.5094 0.7043 0.0 -0.1 0.1
C -3.7070 -3.3609 -4.9218 0.1 0.0 0.1
C -4.1338 -0.8827 0.9650 -0.1 0.3 -0.1
C -4.0668 0.5047 1.1282 0.1 -0.5 -0.1
C -3.2280 -3.9944 -2.6422 0.1 0.0 -0.2
C -5.3292 -1.5346 0.7117 0.1 0.0 0.1
C -2.4067 -1.8007 -3.4627 0.2 -0.3 0.0
C 6.0215 2.0276 1.1027 0.0 0.0 0.1
C 1.7033 0.4287 3.3363 0.1 0.2 0.0
C 5.1298 -1.9678 1.7229 -0.1 0.2 -0.1
C 4.0956 3.2737 0.0962 0.0 0.0 0.0
C -5.2484 1.2356 1.0778 0.1 -0.1 0.0
C 4.8731 -3.1350 -0.4652 0.0 0.0 -0.1
C 4.7579 1.9136 0.2664 0.0 0.0 0.0
C 1.7462 -3.0305 -3.6379 0.0 -0.1 -0.1
C -6.4953 -0.7894 0.6536 -0.1 0.1 0.0
C 3.1798 -3.5074 1.3476 -0.1 0.1 0.0
C 1.3457 -2.2142 -2.5981 -0.1 0.0 0.1
C -1.9956 1.8175 -2.2502 0.0 0.0 -0.3
C -0.9176 -2.1617 -3.4594 0.0 0.1 0.0
C 3.0200 0.4404 4.1034 0.1 0.0 -0.1
H 5.5383 -2.4029 -0.9293 0.0 0.0 0.0
H 2.4653 -3.8725 0.6051 0.1 0.0 0.0
H -3.6803 -2.5258 -5.6237 0.0 0.0 0.0
H 3.7297 -4.3568 1.7577 0.0 0.0 0.0
H 1.9530 2.3385 2.3555 0.0 0.0 0.1
H 5.7733 2.3788 2.1067 0.0 0.0 -0.1
H -5.3306 -2.6098 0.5843 0.0 0.0 0.0
H -3.8087 2.2233 -1.4231 0.0 0.0 -0.1
H 5.7765 -1.2196 1.2571 0.0 -0.1 0.0
H -0.3006 -0.3149 3.5955 0.0 0.0 0.0
H -2.4359 -4.7176 -2.9014 0.0 0.0 0.0
H -3.0616 -4.1648 -5.3153 0.0 0.1 0.0
H 4.1890 1.2295 -1.7169 0.0 0.0 0.0
H -2.6064 -1.1114 -4.2850 0.1 0.1 0.0
H 4.1660 -3.4901 -1.2183 0.0 0.0 0.0
H 3.3547 -0.5823 4.2890 0.0 0.0 0.0
H -2.6400 -1.2755 -2.5423 -0.1 0.0 0.0
H -2.0580 3.6273 -1.3856 0.0 0.0 0.0
H -4.1743 -4.5408 -2.6125 0.0 0.0 0.0
H 5.7515 -2.7768 2.1097 0.0 0.0 0.0
H -1.1691 -3.1736 -5.3241 0.0 0.0 0.0
H 5.4729 0.2764 -0.9561 0.0 0.1 0.0
H -7.3714 1.1587 0.8233 0.0 0.0 0.0
H 3.9579 3.7543 1.0677 0.0 0.0 -0.1
H 5.8267 1.8923 -1.6000 0.0 0.0 0.0
H -0.5479 3.1538 -2.0241 0.1 0.0 0.0
H 4.6096 -1.4952 2.5585 0.0 0.0 0.0
H 5.4702 -3.9816 -0.1195 0.0 0.0 0.0
H 6.5113 1.0558 1.1865 0.0 0.0 0.0
H 4.7128 3.9214 -0.5318 0.0 0.0 0.0
H 0.5086 0.1566 5.0973 0.0 0.0 0.0
H 1.1477 -3.9724 -5.4787 0.0 0.0 0.1
H -2.7123 3.6843 1.3169 -0.1 0.0 -0.1
H 1.1494 2.4198 3.9356 0.0 0.0 0.0
H -5.2130 2.3072 1.2048 0.0 0.0 0.0
H 2.0853 -1.9079 -1.8732 0.0 0.0 0.1
H 0.9582 -1.3569 4.2794 0.0 0.0 0.0
H 6.7194 2.7319 0.6453 0.0 0.0 0.0
H 2.6202 -3.0188 2.1494 0.0 -0.1 0.0
H 2.7722 -3.3767 -3.6872 0.0 0.0 0.0
H -3.0199 -3.6087 -1.6496 0.0 0.1 0.1
H -3.6156 0.6439 -2.0693 -0.1 -0.1 0.0
H 0.2535 1.8188 2.5330 0.3 0.0 0.2
H -7.4421 -1.2795 0.4644 0.0 0.0 0.0
H -4.7278 -3.7566 -4.9019 0.0 0.0 0.0
H 2.8799 0.9328 5.0679 0.0 0.0 0.0
H 3.1165 3.1527 -0.3752 0.1 0.0 0.0
H 3.7909 0.9751 3.5428 0.0 -0.1 0.1
```
Forces are in eV/Å.

=====

No. 3
C28H48BrN3P2SSr as an isolated structure at a distorted geometry. Source: OMol25; level of theory: ωB97M-V/def2-TZVPD.

Computed properties:
HOMO level   -13.42 eV
M   688.252 Da
Calculated total energy   -4945.11333 Ha
Net charge   +2

```
84
Properties=species:S:1:pos:R:3:forces:R:3
Sr 0.2971 1.0767 -0.0571 -0.9 -1.0 0.5
Br 1.3072 4.3541 -3.9133 -1.2 -0.2 0.2
S 0.2937 -0.6577 2.4857 -0.1 0.6 0.5
P -0.4843 -2.1932 -0.4951 -0.3 -1.1 -0.4
P 2.5347 0.5003 -1.8014 -0.3 0.5 -0.2
N 1.3915 -0.1085 4.9211 -0.2 -0.4 -0.7
N -0.9141 -0.0170 4.8163 0.9 -0.1 -0.8
N -4.8960 -1.0998 3.0457 -0.1 0.4 0.2
C -0.1391 3.4900 -2.9298 1.1 0.2 -0.8
C -4.1773 -0.0674 3.5089 0.2 0.2 -0.8
C -0.4150 -2.7041 -2.2757 0.2 0.3 0.2
C -2.4412 2.6443 -1.6279 0.4 1.2 -0.3
C 1.9842 -3.5070 0.0216 0.2 -0.2 0.1
C 2.2118 0.9424 -3.5551 -0.5 0.0 -0.1
C -3.5548 2.0382 -0.9093 -0.6 0.2 1.0
C -4.8136 -0.1396 0.8285 0.2 0.1 0.5
C -2.1638 -2.8983 -0.1366 -0.1 0.4 -0.1
C 1.6270 -1.0337 6.0490 0.2 0.0 0.3
C -3.6401 2.0708 0.4513 0.1 0.1 -0.7
C 3.3502 0.9084 -4.5632 0.2 0.2 -0.4
C 3.0335 2.1060 -0.9787 0.6 -0.2 -0.1
C -0.2564 3.7670 -1.5720 -0.7 0.2 0.2
C -1.2822 -1.8548 -3.1990 0.0 -0.1 -0.2
C -1.4604 3.4179 -0.9328 0.3 -0.5 -0.8
C -2.4564 -3.1493 1.3370 -0.2 0.0 0.2
C -1.0274 0.6815 6.0961 -0.2 -0.2 0.2
C 0.4751 -3.6328 0.1713 0.1 0.4 0.2
C -5.2199 -1.1221 1.7517 0.4 0.4 -0.5
C -3.7222 0.9681 2.6779 -0.3 -0.1 -0.5
C -1.0597 2.7195 -3.6392 -0.3 0.4 0.3
C -2.2541 2.3602 -3.0032 0.5 0.0 0.6
C 3.7992 3.0884 -1.8621 0.1 0.8 -0.2
C 3.9753 -0.6138 -1.8066 0.1 -0.2 0.4
C 0.2445 -0.2278 4.1771 -0.1 0.4 0.2
C 5.3289 0.0871 -1.8212 0.5 -0.1 -0.2
C -4.0941 0.9833 1.3039 -0.8 -1.1 0.7
H 0.8037 -1.0470 6.7636 0.2 0.0 -0.2
H 2.3631 -2.6422 0.5781 0.0 -0.1 0.0
H 2.1323 2.6338 -0.5785 0.5 -0.1 -0.2
H 3.7727 -0.0958 -4.6448 0.1 0.2 -0.1
H 2.2940 -3.4007 -1.0244 -0.1 -0.1 0.1
H 0.2036 -3.7216 1.2305 0.2 -0.1 -0.2
H 1.7204 1.9293 -3.6190 0.2 -0.6 0.3
H 5.4915 0.6254 -2.7625 0.0 -0.1 0.3
H -3.5087 -3.4388 1.4518 0.3 0.0 0.1
H 4.1690 3.9308 -1.2589 0.0 -0.2 -0.1
H -0.9795 -0.7970 -3.1794 0.0 -0.1 0.0
H 2.5206 -0.6737 6.5579 -0.1 -0.2 0.1
H -2.2516 -3.8361 -0.7095 0.0 0.3 0.1
H -1.0960 1.7663 5.9841 0.0 -0.1 -0.3
H 2.2160 -0.0539 4.3282 -0.3 -0.1 0.1
H 0.5538 4.2778 -1.0402 -0.5 0.2 -0.3
H -0.7192 -3.7614 -2.3073 0.1 0.3 -0.1
H -3.9584 -0.0375 4.5864 -0.1 -0.2 -0.5
H 3.6673 1.8650 -0.1116 -0.3 -0.1 0.0
H -3.0328 1.7352 3.0546 -0.6 -0.1 0.0
H 1.7912 -2.0593 5.6965 0.0 0.2 0.0
H -0.8538 2.4477 -4.6754 -0.2 0.3 0.2
H 3.8704 -1.2699 -0.9260 0.1 0.2 -0.3
H -5.0162 -0.2825 -0.2422 -0.2 0.2 0.6
H -2.2849 -2.2522 1.9437 -0.1 -0.1 -0.1
H 4.1517 1.6318 -4.3542 -0.3 -0.3 0.1
H -1.1821 -2.2225 -4.2300 -0.1 0.2 0.2
H 0.6442 -2.6479 -2.5663 -0.2 -0.1 -0.1
H 3.1471 3.5278 -2.6327 0.5 -0.4 0.5
H -1.7478 -0.1845 4.2610 0.2 0.1 0.2
H -2.3448 -1.9052 -2.9248 0.3 0.0 -0.1
H 1.4425 0.1994 -3.8336 0.2 0.3 -0.2
H 2.9519 1.1850 -5.5517 0.1 -0.2 0.3
H 6.1353 -0.6513 -1.7376 -0.2 0.1 0.0
H 5.4455 0.7937 -0.9925 0.0 -0.2 -0.1
H 0.1036 -4.5257 -0.3567 0.0 0.3 0.2
H -1.6674 3.7982 0.0666 0.2 -0.3 -0.1
H -4.3048 1.5140 -1.5061 0.6 -0.6 0.2
H 3.8668 -1.2637 -2.6883 -0.1 0.1 0.2
H 2.4598 -4.4115 0.4227 0.0 0.3 -0.1
H -5.8259 -1.9691 1.3982 0.4 0.3 0.3
H -3.0546 1.8671 -3.5579 0.4 -0.1 0.2
H -0.1683 0.4541 6.7209 -0.3 0.2 0.0
H 4.6648 2.6380 -2.3646 -0.3 0.0 0.3
H -3.3078 2.9615 0.9961 0.7 -0.5 -0.1
H -1.9356 0.3295 6.5784 0.0 0.0 0.2
H -2.8837 -2.1811 -0.5584 0.0 -0.2 0.1
H -1.8409 -3.9567 1.7521 -0.2 0.2 -0.1
```
Forces are in eV/Å.